Computed, not measured: a structure of composition C11H15F6N3O11S2V, with ωB97M-V with the def2-TZVPD basis set.

Its HOMO energy (alpha / beta) is -9.053 / -9.065 eV. The value obtained for the orbital gap (alpha / beta) is 6.676 / 7.356 eV. Its multiplicity is 2. Its expectation value of S² is 0.760.

Positions of all 49 atoms, in Å:
V: -0.1269 -0.2926 -0.6395
O: -1.1019 -0.7768 2.9473
C: -0.7128 0.0811 4.0109
C: -0.8974 1.5505 3.6563
N: -0.2168 1.9357 2.4384
C: 1.2096 1.7685 2.3700
C: 1.5614 0.4438 1.7029
O: 2.0681 -0.5067 2.2388
O: 1.1677 0.4212 0.4238
C: -0.9350 2.6091 1.3966
C: -1.8009 1.7476 0.4651
O: -2.7042 2.2148 -0.1647
O: -1.4808 0.4349 0.4201
H: -1.3712 -0.2321 2.1893
H: 0.3333 -0.1260 4.2516
H: -1.3117 -0.1462 4.8967
H: -0.5674 2.1529 4.5156
H: -1.9631 1.7500 3.5186
H: 1.6480 1.7805 3.3693
H: 1.6654 2.5734 1.7859
H: -0.2291 3.1213 0.7372
H: -1.6015 3.3824 1.7891
N: -0.0077 -1.9887 0.5933
C: -1.1992 -2.8663 0.6460
C: -1.5501 -3.4383 -0.7180
C: -1.9880 -2.3863 -1.7087
O: -2.8728 -2.5025 -2.5004
O: -1.2343 -1.2707 -1.6418
H: 0.8157 -2.5101 0.2964
H: 0.1820 -1.6539 1.5431
H: -2.0234 -2.2733 1.0401
H: -1.0182 -3.6780 1.3520
H: -2.3523 -4.1679 -0.6264
H: -0.6876 -3.9548 -1.1522
F: 3.0219 3.3490 -2.6588
C: 2.2650 2.5881 -1.8873
F: 3.0200 1.6564 -1.3160
F: 1.7085 3.3418 -0.9377
S: 0.9338 1.8050 -2.9106
O: -0.0341 1.3035 -1.9158
O: 0.4516 2.8172 -3.7741
N: 1.6907 0.6728 -3.6673
S: 1.8820 -0.8084 -3.2067
O: 1.4270 -1.0496 -1.8277
O: 3.1588 -1.3348 -3.5250
C: 0.6603 -1.7137 -4.2676
F: 1.1618 -1.8719 -5.4801
F: -0.4752 -1.0395 -4.3422
F: 0.4312 -2.9122 -3.7257

Atomic partial charges in e from the Mulliken method, atoms 1 to 2: V 0.851; O -0.546

Computed, not measured: a structure of composition C11H15IrN5O4STe at a distorted geometry, with ωB97M-V with the def2-TZVPD basis set.

Its HOMO energy (alpha / beta) is -11.102 / -11.102 eV. The value obtained for the orbital gap (alpha / beta) is 5.774 / 5.772 eV. Its total charge is +1.

Positions of all 38 atoms, in Å:
Ir: -0.2627 -0.5714 0.9186
N: 0.2089 -2.4950 0.0797
C: 1.6941 -2.5451 -0.0360
C: 2.2647 -1.1684 -0.3903
O: 3.3300 -1.0246 -0.9492
N: 1.4574 -0.1746 0.0542
C: 1.8750 1.2160 0.0473
C: 1.0307 1.9411 1.0852
O: 1.4146 2.8821 1.7184
O: -0.2242 1.4366 1.2200
H: -0.1358 -3.2684 0.6401
H: -0.2032 -2.5748 -0.8448
H: 2.0290 -3.2720 -0.7718
H: 2.1053 -2.8218 0.9351
H: 1.6697 1.6897 -0.9191
H: 2.9346 1.3302 0.2576
O: -2.1128 -1.9602 2.1650
N: -2.0492 -0.8362 1.7738
N: -0.5531 1.3974 3.8188
C: 0.1252 0.3346 4.1707
N: 0.3406 0.0749 5.4601
S: 0.8051 -0.8166 3.0604
H: -0.8489 2.0691 4.5111
H: -0.5888 1.6731 2.8214
H: 0.0566 0.7158 6.1823
H: 0.8651 -0.7411 5.7263
Te: -3.3820 -0.1643 0.2169
C: -4.3576 -2.0105 0.0515
C: -4.8094 -2.6583 1.1974
C: -5.4998 -3.8546 1.0664
C: -5.7549 -4.3818 -0.1932
C: -5.3178 -3.7171 -1.3300
C: -4.6139 -2.5267 -1.2138
H: -4.6404 -2.2405 2.1798
H: -5.8513 -4.3669 1.9526
H: -6.3073 -5.3072 -0.2888
H: -5.5295 -4.1192 -2.3120
H: -4.2742 -2.0113 -2.1045

Atomic partial charges in e from the Mulliken method, atoms 1 to 2: Ir 0.847; N -0.630

Computed, not measured: a cluster of 2 separate species, C11H15N in total at a distorted geometry, with ωB97M-V with the def2-TZVPD basis set.

Its HOMO energy (alpha / beta) is 0.702 / -2.633 eV. The value obtained for the orbital gap (alpha / beta) is 2.953 / 6.249 eV. Its total charge is -1. Its multiplicity is 2. Its expectation value of S² is 0.776.

Positions of all 27 atoms, in Å:
C: -2.1416 -2.2001 -0.0996
C: -2.9268 -2.2888 -1.4590
H: -1.7722 -1.2286 0.1660
H: -2.8447 -2.4083 0.8107
H: -1.1766 -2.7386 -0.1142
H: -3.2438 -1.3064 -1.7905
H: -2.3102 -2.6934 -2.2565
H: -3.6776 -2.9952 -1.1078
C: 2.2691 1.4132 -2.0446
C: 0.9695 0.1284 1.1609
C: 1.1586 1.2526 0.1692
C: 1.7328 0.6227 -0.9673
C: 2.0198 -0.6663 -0.6597
C: -0.0062 0.0750 2.1367
C: -0.4928 1.4132 2.5170
C: -0.2459 2.6139 1.7319
C: 0.6538 2.5043 0.6588
N: 1.4838 -1.0353 0.4936
H: -0.3035 -0.7641 2.6502
H: -1.2042 1.4853 3.3398
H: 1.7649 -1.9146 1.1317
H: -0.5538 3.5914 2.0560
H: 2.4250 -1.3498 -1.3351
H: 0.7733 3.3772 -0.0304
H: 3.3320 1.0910 -2.3428
H: 2.5232 2.5105 -1.8675
H: 1.7942 1.5111 -2.9474

Atomic partial charges in e from the Mulliken method, atoms 1 to 2: C -0.629; C -0.818

Computed, not measured: a cluster of 2 separate species, C11H15N in total at a distorted geometry, with ωB97M-V with the def2-TZVPD basis set.

Its HOMO energy (alpha / beta) is 0.827 / -2.724 eV. The value obtained for the orbital gap (alpha / beta) is 2.995 / 6.477 eV. Its total charge is -1. Its multiplicity is 2. Its expectation value of S² is 0.774.

Positions of all 27 atoms, in Å:
C: -0.8035 -0.3021 2.6821
C: 1.8914 -0.9453 0.1341
C: 0.5317 -0.9879 0.5589
C: 0.4549 -0.4531 1.8599
C: 1.7932 -0.1353 2.3210
C: 2.1716 -1.1341 -1.2149
C: 1.1749 -1.4227 -2.0890
C: -0.4427 -1.3875 -0.3614
C: -0.2455 -1.3670 -1.7103
N: 2.5605 -0.4024 1.2279
H: 3.6356 -0.5928 1.3326
H: 3.2716 -1.0038 -1.4654
H: 2.0896 0.2074 3.3024
H: 1.4040 -1.4645 -3.1785
H: -1.4411 -1.5347 0.0170
H: -1.4419 0.5138 2.2206
H: -0.5009 0.1396 3.6197
H: -0.8235 -1.6155 -2.4577
H: -1.5025 -1.1023 2.6774
C: -1.4337 2.2865 -0.6711
C: -2.0724 1.3611 -1.7360
H: -0.5437 2.7197 -1.1284
H: -1.8584 3.2640 -0.5428
H: -1.2484 1.8837 0.3772
H: -2.7315 0.5226 -1.1928
H: -1.2856 0.9448 -2.3123
H: -2.6037 2.0081 -2.2699

Atomic partial charges in e from the Mulliken method, atoms 1 to 2: C -1.173; C -0.630

Computed, not measured: a cluster of 2 separate species, C11H15N in total at a distorted geometry, with ωB97M-V with the def2-TZVPD basis set.

Its HOMO energy is -7.772 eV. The value obtained for the orbital gap is 8.652 eV. The SMILES is Cc1c[nH]c2ccccc12.CC.

Positions of all 27 atoms, in Å:
C: -1.3535 3.8513 -1.0834
C: -0.4014 2.6924 -0.8743
H: -1.4078 4.5954 -0.2771
H: -1.1301 4.3703 -2.0057
H: -2.3760 3.5013 -1.1122
H: 0.6691 2.9053 -0.8660
H: -0.5065 2.0161 -1.7299
H: -0.5772 2.1550 0.0564
C: 3.1009 -0.8564 0.5906
C: 0.5808 -1.5442 0.2867
C: 1.6357 -0.8013 0.8936
C: -0.6077 -1.1858 0.9623
C: 1.0645 0.0725 1.7843
C: 0.4525 -2.4087 -0.8043
C: -0.7803 -2.9098 -1.1354
C: -1.9452 -2.5133 -0.4654
C: -1.8722 -1.6558 0.6162
N: -0.2867 -0.1899 1.8552
H: 1.3474 -2.6899 -1.3347
H: -0.8718 -3.5658 -1.9926
H: -2.9484 -2.8399 -0.7035
H: 3.3377 -0.6516 -0.4565
H: 3.4058 -1.9007 0.6638
H: 1.4822 0.9234 2.2925
H: -0.9648 0.2664 2.4414
H: -2.7806 -1.3026 1.0942
H: 3.7333 -0.3335 1.3040

Atomic partial charges in e from the Mulliken method, atoms 1 to 2: C -0.999; C -0.586

Computed, not measured: a cluster of 2 separate species, C11H15N in total at a distorted geometry, with ωB97M-V with the def2-TZVPD basis set.

Its HOMO energy is -7.852 eV. The value obtained for the orbital gap is 8.758 eV. The SMILES is Cc1c[nH]c2ccccc12.CC.

Positions of all 27 atoms, in Å:
C: 2.3134 -0.6546 1.0000
C: 2.1861 -1.1772 2.4099
H: 3.1507 -0.0167 0.8113
H: 2.6043 -1.6691 0.4523
H: 1.5104 -0.1492 0.4876
H: 1.6388 -0.3928 2.9656
H: 1.6133 -2.1094 2.5244
H: 3.0515 -1.0941 3.0646
C: -1.3817 3.0670 -0.3238
C: -0.4767 -0.3253 -1.4990
C: -1.2612 0.5212 -0.6116
C: -0.9183 1.8583 -1.0634
C: -0.0754 1.7443 -2.1155
C: -0.4629 -1.7505 -1.2643
C: -1.1566 -2.1974 -0.1362
C: -2.0913 -0.0828 0.3194
C: -1.9211 -1.3944 0.6787
N: 0.3096 0.4024 -2.3208
H: 0.9935 0.0333 -2.9390
H: 0.0370 -2.3917 -1.9770
H: 0.4681 2.4190 -2.7457
H: -0.7060 -3.1138 0.2022
H: -2.8089 0.4667 0.9394
H: -1.9180 2.7648 0.5949
H: -1.8673 3.7827 -0.9891
H: -2.4230 -1.9322 1.4626
H: -0.4082 3.3919 0.0724

Atomic partial charges in e from the Mulliken method, atoms 1 to 2: C -0.399; C -0.974

Computed, not measured: a cluster of 2 separate species, C11H15N in total at a distorted geometry, with ωB97M-V with the def2-TZVPD basis set.

Its HOMO energy is -7.919 eV. The value obtained for the orbital gap is 8.838 eV. The SMILES is Cc1c[nH]c2ccccc12.CC.

Positions of all 27 atoms, in Å:
C: -1.1902 0.4779 2.7376
C: -1.8041 1.9238 2.5937
H: -0.4612 0.4530 3.6364
H: -1.9116 -0.2503 2.9235
H: -0.6311 0.2514 1.7909
H: -2.2477 2.0196 1.5307
H: -1.0171 2.7639 2.7697
H: -2.6839 2.0449 3.2518
C: -1.7664 0.2992 -2.2578
C: 0.0869 -0.0110 -0.7976
C: -1.0989 -0.5917 -1.3532
C: 0.7919 -1.0373 -0.0910
C: -1.2504 -1.8627 -0.8012
C: 0.7808 1.2095 -0.9973
C: 2.1022 -0.8217 0.4083
C: 2.0645 1.4220 -0.6320
C: 2.6318 0.3675 0.1185
N: -0.0969 -2.1401 0.0062
H: 0.1916 2.0224 -1.5226
H: -2.8928 0.3049 -2.3041
H: -1.4397 0.1120 -3.4160
H: -2.0523 -2.5592 -1.0002
H: 0.0446 -3.0683 0.3181
H: 2.6209 -1.6184 0.9903
H: 2.6416 2.3413 -0.7228
H: 3.8602 0.4705 0.4176
H: -1.4315 1.4397 -2.2751

Atomic partial charges in e from the Mulliken method, atoms 1 to 2: C -0.445; C -0.819

Computed, not measured: a cluster of 2 separate species, C11H15N in total at a distorted geometry, with ωB97M-V with the def2-TZVPD basis set.

Its HOMO energy is -7.849 eV. The value obtained for the orbital gap is 8.799 eV. The SMILES is Cc1c[nH]c2ccccc12.CC.

Positions of all 27 atoms, in Å:
C: 2.6806 1.9066 -1.0072
C: 1.0439 -1.0795 0.5215
C: 0.8883 0.1346 -0.2793
C: 2.1823 0.7337 -0.2643
C: 3.0318 -0.0677 0.4252
C: -1.1389 -1.8301 -0.0237
C: 0.0079 -1.9848 0.7131
C: -1.2593 -0.7149 -0.8467
C: -0.3311 0.3013 -0.9372
N: 2.3431 -1.1412 0.9763
H: -1.9875 -2.4917 0.0836
H: 0.1627 -2.7873 1.4290
H: -2.1673 -0.5500 -1.4194
H: -0.6017 1.1465 -1.5565
H: 2.6840 -1.8552 1.6084
H: 4.0694 -0.0193 0.7180
H: 2.3949 2.8616 -0.5527
H: 2.4022 1.9458 -2.0628
H: 3.7733 1.8529 -1.0621
C: -3.8161 1.9194 -0.0516
C: -3.9262 0.6219 0.7457
H: -4.0950 2.8097 0.5209
H: -2.8062 2.1496 -0.3817
H: -4.5822 1.8591 -0.8254
H: -4.3172 -0.1850 0.1336
H: -4.6923 0.6638 1.5383
H: -3.0413 0.2742 1.2715

Atomic partial charges in e from the Mulliken method, atoms 1 to 2: C -1.298; C -0.187

Results for energy above the lowest of the compared OMol25 structures with the same formula, charge and spin: 1.9 33.0 56.2 57.4 8.7 43.7 52.9 14.4 (in kcal/mol, following the order of the records).
Results for total energy: -3759.7747 -1773.1663 -482.7806 -482.7787 -482.9013 -482.8455 -482.8309 -482.8922 (in hartree, following the order of the records).